{
  "formula": "C39H43N5O5RuS3",
  "method": "the ωB97M-V functional and the def2-TZVPD basis",
  "elements": ["Ru", "S", "S", "S", "O", "O", "O", "O", "O", "N", "N", "N", "N", "N", "C", "C", "C", "C", "C", "C", "C", "C", "C", "C", "C", "C", "C", "C", "C", "C", "C", "C", "C", "C", "C", "C", "C", "C", "C", "C", "C", "C", "C", "C", "C", "C", "C", "C", "C", "C", "C", "C", "C", "H", "H", "H", "H", "H", "H", "H", "H", "H", "H", "H", "H", "H", "H", "H", "H", "H", "H", "H", "H", "H", "H", "H", "H", "H", "H", "H", "H", "H", "H", "H", "H", "H", "H", "H", "H", "H", "H", "H", "H", "H", "H", "H"],
  "coordinates": [[-0.5866, -1.1780, 0.8638], [-1.8544, 2.1621, -2.7785], [2.1949, -1.5101, -1.9102], [-1.7456, -2.1707, -1.4491], [-1.9391, 1.1177, -1.6996], [1.2550, -1.0107, -0.8418], [5.4570, -1.5663, 4.1776], [-2.4086, -1.1670, 1.4856], [5.2591, 0.6909, 3.9716], [0.0197, -3.2287, 1.1628], [-0.4912, 0.9261, 1.1212], [-4.1590, -2.8044, -0.4643], [-3.9545, -0.7370, -1.4157], [1.1677, -0.9895, 1.8494], [1.4977, -1.0964, -3.5424], [-2.7742, -1.2378, 2.8621], [0.0232, 3.6018, 1.6259], [-2.2112, -2.4799, 3.5315], [-0.9303, 3.2575, 0.5126], [4.7252, 1.4380, -0.8624], [4.9256, -0.4974, 3.8511], [0.7975, 1.3439, -3.2327], [0.2695, 5.9756, -1.4548], [-2.3836, 0.0225, 3.6158], [1.1933, -3.3437, 1.8347], [-0.7068, 5.9588, -2.4765], [3.5915, -0.4134, -1.8593], [3.6082, 0.6143, -0.9329], [-1.0629, 3.5892, -2.1062], [0.8724, 2.6695, 2.0979], [0.5472, 4.8658, -0.7357], [-0.6387, -4.3395, 0.8339], [-5.3120, -0.3527, -1.0477], [3.5659, -0.6792, 3.1347], [-0.1855, -5.6031, 1.1660], [2.8257, 0.4340, 2.7490], [1.7170, -4.5774, 2.1726], [-5.4870, -2.5350, 0.0949], [-1.3279, 4.7389, -2.7910], [1.6094, 0.2555, 2.1187], [-0.1877, 3.5538, -0.8727], [-3.3981, -1.8874, -1.0634], [3.0588, -1.9492, 2.8798], [0.7091, 1.3198, 1.7033], [1.0142, -5.7253, 1.8430], [5.8008, 1.2252, -1.7103], [4.6716, -0.6536, -2.6999], [5.7754, 0.1797, -2.6270], [1.6372, 0.3360, -4.0318], [1.8591, -2.0755, 2.2083], [-5.6619, -1.0369, 0.2625], [-0.5647, 1.5586, -3.8900], [-1.3255, 1.8202, 0.6773], [1.6185, 2.9117, 2.8421], [-3.8693, -1.3132, 2.8814], [-0.5123, 2.2505, -4.7322], [-2.5943, -2.5755, 4.5474], [-1.1199, -2.4253, 3.5889], [-2.7842, 0.9133, 3.1304], [-1.0010, 0.6145, -4.2314], [0.6578, 0.9720, -2.2148], [-1.2956, 0.1191, 3.6771], [-0.9319, 6.8498, -3.0432], [1.3377, 0.3634, -5.0835], [6.6233, 0.0053, -3.2754], [0.4518, -1.4040, -3.4391], [0.5634, 2.7567, -0.9454], [6.6711, 1.8643, -1.6485], [-2.0258, 4.7026, -3.6212], [-3.6760, -3.6324, -0.1643], [2.7628, 0.7482, -0.2725], [-3.2998, -0.0455, -1.7648], [0.0386, 4.6133, 2.0064], [1.4029, -6.6978, 2.1127], [0.8221, 6.8857, -1.2620], [-1.5347, -4.1894, 0.2510], [-5.3451, 0.7313, -0.9523], [-0.7668, -6.4678, 0.8807], [-6.0075, -0.6424, -1.8396], [1.9919, -1.7998, -4.2158], [3.2559, 1.4067, 2.9492], [-6.6808, -0.8028, 0.5666], [-2.7741, -0.0144, 4.6331], [3.6511, -2.7871, 3.2243], [4.6578, -1.4823, -3.3984], [1.3169, 2.3019, -3.1748], [-1.8011, 3.9144, 0.5432], [-2.3304, 1.4809, 0.4803], [-4.9723, -0.6864, 1.0327], [1.3286, 4.9050, 0.0102], [4.7599, 2.2366, -0.1330], [-5.5608, -3.0473, 1.0536], [-2.4797, -3.3806, 2.9766], [2.6900, 0.6172, -4.0119], [-6.2522, -2.9451, -0.5676], [2.6621, -4.6348, 2.6920]],
  "forces_ev_per_a": [[-0.49, -0.52, 0.73], [0.07, 0.07, -0.24], [-0.11, -0.26, 0.14], [0.19, -0.04, 0.12], [0.04, 0.22, -0.08], [-0.08, 0.20, -0.20], [-0.04, -0.02, -0.01], [-0.20, -0.20, 0.11], [-0.03, 0.01, -0.03], [0.22, 0.26, -0.05], [0.41, -0.02, -0.70], [0.10, -0.15, 0.17], [-0.08, -0.17, 0.05], [0.20, 0.22, -0.01], [-0.04, 0.07, 0.00], [-0.14, 0.01, 0.09], [-0.12, 0.06, 0.10], [0.10, -0.06, -0.05], [0.03, 0.15, 0.06], [-0.04, 0.01, 0.01], [0.25, 0.03, 0.06], [-0.11, -0.04, -0.08], [-0.03, 0.04, -0.08], [0.06, 0.05, -0.02], [0.04, 0.13, 0.05], [0.06, -0.03, 0.02], [0.11, 0.01, 0.02], [0.06, 0.03, -0.08], [-0.09, 0.07, 0.34], [-0.10, 0.02, 0.06], [0.05, -0.13, 0.08], [-0.03, -0.01, -0.08], [0.10, -0.12, 0.03], [-0.36, 0.04, -0.10], [-0.03, 0.01, -0.02], [0.18, 0.01, 0.02], [-0.02, -0.08, -0.01], [0.05, 0.02, -0.10], [-0.08, 0.03, 0.02], [-0.22, 0.06, -0.13], [0.12, 0.08, -0.09], [-0.28, 0.30, -0.24], [0.14, -0.05, 0.02], [0.10, -0.18, 0.12], [0.03, 0.03, 0.02], [0.00, -0.01, -0.02], [0.02, 0.01, 0.02], [0.00, 0.01, 0.00], [0.03, 0.07, 0.04], [-0.12, -0.07, -0.05], [-0.03, 0.02, 0.03], [0.08, -0.16, 0.22], [0.05, -0.02, 0.12], [0.03, 0.01, -0.03], [0.00, 0.00, -0.07], [-0.05, -0.02, -0.02], [-0.02, 0.01, 0.01], [-0.01, 0.01, 0.02], [-0.01, -0.01, -0.01], [0.06, 0.00, -0.07], [-0.01, -0.01, -0.01], [0.00, -0.01, 0.00], [-0.03, 0.00, 0.00], [0.04, -0.03, -0.01], [0.00, 0.00, 0.00], [0.02, -0.04, 0.00], [-0.05, -0.04, -0.09], [0.01, 0.00, 0.01], [-0.01, 0.00, 0.00], [-0.01, -0.03, -0.07], [-0.02, 0.02, 0.01], [0.10, 0.19, 0.03], [0.03, 0.02, -0.04], [0.00, 0.00, -0.01], [0.01, 0.00, 0.00], [0.00, 0.02, 0.03], [0.02, 0.02, -0.01], [0.01, -0.01, 0.00], [-0.04, 0.02, 0.02], [-0.03, 0.01, -0.04], [0.02, -0.01, 0.07], [-0.01, -0.03, -0.02], [0.00, 0.00, 0.00], [0.02, 0.00, -0.03], [0.00, -0.01, 0.00], [0.02, 0.00, 0.01], [-0.09, -0.12, 0.01], [0.05, 0.00, -0.17], [-0.06, 0.05, 0.01], [0.05, -0.02, -0.03], [0.01, -0.01, 0.01], [0.01, -0.01, 0.00], [-0.02, 0.01, 0.00], [-0.01, 0.05, 0.00], [-0.02, 0.00, 0.01], [-0.01, 0.00, 0.02]],
  "lowdin_charge": [1.39, 1.02, 1.01, 0.65, -0.56, -0.63, -0.01, -0.38, -0.01, -0.01, 0.00, 0.04, 0.03, -0.03, -0.31, -0.52, -0.02, -0.05, -0.18, -0.05, -0.69, -0.22, -0.07, -0.05, -0.18, -0.03, -0.40, -0.07, -0.33, 0.00, -0.03, -0.14, -0.14, -0.05, -0.02, 0.08, 0.03, -0.15, -0.10, -0.21, -0.21, -0.80, 0.09, -0.17, -0.02, -0.06, -0.09, -0.06, -0.21, -0.18, -0.16, -0.31, -0.05, 0.13, 0.13, 0.11, 0.09, 0.07, 0.08, 0.10, 0.08, 0.07, 0.11, 0.12, 0.11, 0.07, 0.14, 0.11, 0.11, 0.11, 0.08, 0.06, 0.13, 0.12, 0.12, 0.05, 0.13, 0.12, 0.13, 0.09, 0.13, 0.12, 0.09, 0.13, 0.12, 0.12, 0.16, 0.12, 0.10, 0.11, 0.11, 0.13, 0.07, 0.10, 0.12, 0.12],
  "multiplicity": 6,
  "e_above_lowest_ev": 2.439,
  "total_charge": 1,
  "s_squared": 8.839,
  "lumo_energy_ev": [-3.059, -4.665]
}